A cluster of 9 separate species, C92H204N3O4P4 in total, computed with ωB97M-V with the def2-TZVPD basis set.

The geometry in XYZ format:
```
307
Properties=species:S:1:pos:R:3:lowdin_charge:R:1
C -1.844 8.602 2.113 -0.10
C -0.508 8.549 1.386 -0.26
C -0.405 7.345 0.475 -0.29
C 0.950 7.190 -0.125 -0.29
P 1.067 6.064 -1.500 1.03
C 2.803 5.705 -1.704 -0.29
C 3.213 5.202 -3.073 -0.26
C 4.635 4.608 -2.950 -0.22
C 4.590 3.072 -2.535 -0.09
C 0.481 6.938 -3.085 -0.20
C -1.054 6.945 -3.346 -0.26
C -1.337 7.177 -4.809 -0.28
C -0.816 8.485 -5.392 -0.09
C 0.123 4.530 -1.333 -0.26
C -0.221 3.716 -2.571 -0.24
C -1.402 2.777 -2.237 -0.27
C -2.742 3.522 -2.411 -0.10
H -1.812 9.524 2.683 0.08
H -1.860 7.822 2.883 0.08
H -2.679 8.649 1.441 0.07
H 0.347 8.539 2.073 0.12
H -0.459 9.416 0.714 0.12
H -1.085 7.449 -0.392 0.11
H -0.742 6.478 1.028 0.12
H 1.603 6.774 0.670 0.12
H 1.526 8.107 -0.337 0.13
H 2.897 4.896 -0.959 0.10
H 3.434 6.530 -1.396 0.11
H 3.301 6.133 -3.701 0.13
H 2.495 4.570 -3.577 0.09
H 5.219 5.147 -2.191 0.11
H 5.113 4.683 -3.939 0.10
H 3.968 2.920 -1.672 0.05
H 5.587 2.606 -2.443 0.07
H 4.090 2.520 -3.353 0.05
H 0.994 6.453 -3.948 0.09
H 0.842 7.960 -3.079 0.10
H -1.622 7.638 -2.760 0.10
H -1.503 5.995 -3.084 0.06
H -2.399 7.079 -4.934 0.11
H -1.029 6.257 -5.313 0.11
H 0.261 8.501 -5.596 0.07
H -1.095 9.341 -4.714 0.11
H -1.231 8.662 -6.374 0.07
H -0.808 5.008 -1.014 0.08
H 0.589 3.946 -0.479 0.09
H 0.678 3.131 -2.878 0.10
H -0.546 4.223 -3.538 0.12
H -1.373 2.404 -1.197 0.09
H -1.460 1.913 -2.928 0.11
H -3.536 2.790 -2.311 0.05
H -2.846 3.793 -3.470 0.08
H -2.862 4.356 -1.680 0.09
C -3.034 1.750 1.318 -0.09
C -4.000 2.854 1.760 -0.22
C -5.495 2.473 1.624 -0.25
C -5.878 1.111 2.195 -0.25
P -7.642 0.887 2.766 1.06
C -8.179 2.313 3.892 -0.23
C -7.162 2.540 5.038 -0.26
C -7.276 3.897 5.700 -0.22
C -6.667 4.939 4.744 -0.09
C -8.758 0.595 1.388 -0.29
C -8.644 1.599 0.217 -0.20
C -9.219 0.912 -1.075 -0.24
C -8.468 -0.322 -1.510 -0.11
C -7.762 -0.569 3.911 -0.28
C -9.141 -1.209 4.084 -0.24
C -9.108 -2.280 5.250 -0.24
C -10.523 -2.783 5.534 -0.11
H -3.201 0.840 1.886 0.06
H -2.041 2.152 1.455 0.07
H -3.066 1.460 0.269 0.05
H -3.857 3.790 1.255 0.10
H -3.802 3.052 2.818 0.11
H -5.769 2.521 0.566 0.09
H -6.109 3.288 2.047 0.10
H -5.327 0.981 3.094 0.07
H -5.698 0.357 1.412 0.10
H -9.210 2.009 4.157 0.11
H -8.218 3.193 3.211 0.09
H -6.175 2.338 4.620 0.09
H -7.371 1.701 5.772 0.12
H -6.640 3.768 6.581 0.11
H -8.276 4.155 6.094 0.13
H -7.197 4.943 3.822 0.05
H -5.632 4.857 4.532 0.06
H -6.750 5.960 5.138 0.09
H -9.765 0.444 1.801 0.11
H -8.550 -0.454 1.075 0.09
H -7.647 1.917 0.002 0.07
H -9.274 2.477 0.451 0.13
H -9.222 1.650 -1.870 0.11
H -10.238 0.580 -0.889 0.12
H -7.420 -0.147 -1.742 0.06
H -8.993 -0.693 -2.401 0.09
H -8.587 -1.148 -0.823 0.06
H -7.373 -0.120 4.859 0.09
H -7.014 -1.315 3.647 0.09
H -9.501 -1.558 3.135 0.09
H -9.938 -0.422 4.283 0.13
H -8.696 -1.781 6.141 0.11
H -8.415 -3.115 5.017 0.11
H -10.625 -3.350 6.462 0.08
H -11.067 -3.317 4.705 0.10
H -11.125 -1.907 5.736 0.06
C 3.554 7.926 7.572 -0.11
C 3.343 7.348 6.201 -0.29
C 3.477 5.851 6.296 -0.27
C 3.336 5.143 4.933 -0.24
P 3.680 3.342 4.851 0.98
C 2.151 2.562 5.290 -0.29
C 2.156 1.003 5.438 -0.23
C 0.957 0.432 6.243 -0.26
C -0.298 0.839 5.581 -0.13
C 4.143 2.998 3.176 -0.28
C 4.627 1.559 2.875 -0.22
C 5.095 1.526 1.433 -0.29
C 5.810 0.303 1.096 -0.12
C 5.039 2.947 6.007 -0.23
C 4.562 2.969 7.487 -0.27
C 5.619 2.627 8.432 -0.28
C 5.148 2.465 9.891 -0.07
H 3.469 9.027 7.616 0.09
H 4.588 7.698 7.883 0.09
H 2.831 7.530 8.291 0.08
H 4.109 7.749 5.545 0.11
H 2.369 7.712 5.865 0.12
H 2.712 5.540 6.968 0.10
H 4.467 5.679 6.759 0.11
H 4.106 5.628 4.280 0.11
H 2.358 5.243 4.463 0.10
H 1.438 2.820 4.468 0.10
H 1.705 3.088 6.174 0.12
H 3.125 0.724 5.914 0.11
H 2.220 0.610 4.401 0.08
H 1.024 0.930 7.244 0.13
H 1.138 -0.618 6.342 0.10
H -0.470 1.915 5.569 0.07
H -1.107 0.285 6.108 0.08
H -0.263 0.554 4.512 0.07
H 5.031 3.666 2.957 0.12
H 3.339 3.337 2.466 0.10
H 3.807 0.847 2.988 0.09
H 5.445 1.329 3.579 0.11
H 5.718 2.397 1.262 0.11
H 4.229 1.620 0.779 0.10
H 6.731 0.192 1.681 0.10
H 6.072 0.281 0.065 0.06
H 5.293 -0.620 1.281 0.06
H 5.774 3.761 5.847 0.12
H 5.424 1.968 5.694 0.09
H 3.658 2.296 7.586 0.13
H 4.321 3.989 7.664 0.07
H 6.305 3.465 8.417 0.12
H 6.194 1.803 8.096 0.10
H 4.549 1.560 10.045 0.08
H 4.612 3.360 10.238 0.09
H 5.976 2.342 10.552 0.07
C -4.359 -3.113 5.638 -0.11
C -2.846 -2.872 5.539 -0.25
C -2.212 -3.754 4.426 -0.22
C -2.650 -3.168 3.076 -0.26
P -2.059 -3.961 1.569 0.99
C -2.026 -5.693 1.734 -0.27
C -3.431 -6.396 1.736 -0.21
C -3.269 -7.926 1.604 -0.25
C -2.590 -8.551 2.824 -0.09
C -0.394 -3.515 1.028 -0.26
C 0.722 -3.936 1.982 -0.20
C 2.015 -3.205 1.539 -0.23
C 2.134 -1.770 2.051 -0.08
C -3.144 -3.599 0.145 -0.27
C -3.025 -2.169 -0.343 -0.23
C -4.103 -1.886 -1.482 -0.21
C -4.139 -0.409 -2.031 -0.11
H -4.891 -2.930 4.659 0.06
H -4.889 -2.495 6.371 0.07
H -4.514 -4.202 5.984 0.11
H -2.386 -3.072 6.527 0.12
H -2.603 -1.826 5.306 0.09
H -2.459 -4.794 4.577 0.11
H -1.136 -3.668 4.543 0.10
H -2.418 -2.092 2.952 0.11
H -3.721 -3.314 3.030 0.08
H -1.513 -5.990 2.636 0.10
H -1.578 -6.068 0.818 0.12
H -4.055 -6.065 0.947 0.08
H -3.907 -6.190 2.707 0.11
H -2.762 -8.177 0.696 0.10
H -4.228 -8.408 1.394 0.12
H -1.526 -8.419 2.813 0.06
H -2.737 -9.610 2.917 0.07
H -3.071 -8.049 3.710 0.10
H -0.423 -2.447 0.820 0.08
H -0.312 -3.869 0.012 0.07
H 0.753 -4.981 1.837 0.09
H 0.521 -3.831 3.035 0.10
H 2.064 -3.285 0.457 0.09
H 2.834 -3.756 1.944 0.09
H 2.979 -1.239 1.750 0.03
H 2.067 -1.877 3.134 0.08
H 1.280 -1.099 1.766 0.05
H -4.159 -3.795 0.485 0.10
H -2.694 -4.221 -0.627 0.11
H -1.999 -1.995 -0.689 0.10
H -3.190 -1.473 0.518 0.10
H -5.145 -2.133 -1.161 0.11
H -3.912 -2.456 -2.431 0.11
H -3.218 -0.117 -2.508 0.05
H -4.442 0.320 -1.259 0.05
H -4.938 -0.374 -2.755 0.06
C 0.650 -5.821 -8.571 -0.10
C -0.225 -5.497 -7.418 -0.24
C -1.477 -4.703 -7.876 -0.11
N -2.127 -3.823 -6.853 -0.28
C -2.359 -4.661 -5.595 0.03
C -3.321 -3.170 -7.450 -0.08
C -2.977 -1.658 -7.581 -0.14
C -1.487 -1.566 -7.514 -0.13
C -1.206 -2.674 -6.437 -0.07
H 0.012 -6.376 -9.277 0.10
H 1.495 -6.440 -8.261 0.09
H 0.974 -4.923 -9.092 0.08
H 0.385 -4.982 -6.704 0.08
H -0.520 -6.466 -7.051 0.12
H -2.298 -5.386 -8.109 0.14
H -1.227 -4.042 -8.728 0.14
H -3.059 -4.171 -4.918 0.10
H -1.420 -4.904 -5.092 0.08
H -2.780 -5.672 -5.863 0.13
H -4.122 -3.340 -6.736 0.13
H -3.591 -3.727 -8.340 0.13
H -3.413 -1.088 -6.752 0.12
H -3.497 -1.247 -8.428 0.12
H -1.140 -0.594 -7.220 0.11
H -0.991 -1.845 -8.436 0.11
H -1.605 -2.389 -5.437 0.14
H -0.188 -3.093 -6.351 0.13
C 9.947 0.320 -5.635 -0.10
C 8.523 0.531 -5.199 -0.22
C 7.570 -0.274 -6.074 -0.13
N 6.130 0.053 -5.952 -0.31
C 5.652 -0.367 -4.664 0.01
C 5.944 1.506 -6.269 -0.09
C 6.103 1.651 -7.768 -0.10
C 5.639 0.282 -8.313 -0.11
C 5.421 -0.605 -7.074 -0.11
H 10.307 -0.640 -6.015 0.09
H 10.603 0.541 -4.798 0.09
H 10.258 0.943 -6.493 0.10
H 8.372 1.632 -5.318 0.12
H 8.380 0.308 -4.095 0.13
H 7.558 -1.342 -5.950 0.14
H 7.868 -0.028 -7.076 0.13
H 6.230 0.133 -3.888 0.10
H 5.865 -1.438 -4.477 0.13
H 4.588 -0.181 -4.683 0.11
H 4.924 1.682 -5.988 0.13
H 6.522 2.163 -5.606 0.14
H 5.558 2.421 -8.181 0.10
H 7.145 1.759 -8.054 0.13
H 4.655 0.345 -8.800 0.13
H 6.372 -0.206 -8.981 0.13
H 4.371 -0.594 -6.829 0.13
H 5.713 -1.632 -7.281 0.15
C 4.795 -10.101 1.018 -0.11
C 4.407 -9.522 -0.291 -0.25
C 5.089 -8.165 -0.554 -0.12
N 4.877 -7.611 -1.935 -0.30
C 3.413 -7.331 -2.143 0.05
C 5.383 -8.604 -2.952 -0.09
C 5.825 -7.776 -4.139 -0.10
C 5.774 -6.278 -3.634 -0.13
C 5.592 -6.325 -2.116 -0.11
H 4.487 -9.525 1.897 0.09
H 5.868 -10.355 1.093 0.10
H 4.172 -11.009 1.171 0.10
H 3.312 -9.501 -0.320 0.12
H 4.711 -10.205 -1.101 0.12
H 6.166 -8.327 -0.483 0.14
H 4.800 -7.369 0.140 0.14
H 3.045 -6.684 -1.354 0.12
H 2.954 -8.305 -2.210 0.10
H 3.264 -6.822 -3.104 0.12
H 4.569 -9.330 -3.120 0.15
H 6.226 -9.092 -2.500 0.13
H 5.183 -7.875 -4.956 0.10
H 6.849 -8.005 -4.438 0.13
H 4.978 -5.742 -4.152 0.10
H 6.627 -5.682 -3.996 0.12
H 4.966 -5.516 -1.767 0.13
H 6.554 -6.264 -1.587 0.15
C 0.962 0.810 -0.083 -0.02
C 1.190 1.684 1.114 -0.76
O 1.630 2.857 0.883 -0.11
O 0.983 1.172 2.223 -0.05
H 0.653 1.311 -0.987 0.04
H 0.334 -0.081 0.183 0.07
H 1.961 0.403 -0.279 0.08
C 1.082 -2.808 -2.840 -0.05
C 0.526 -4.169 -3.058 -0.78
O 0.791 -4.792 -4.121 -0.10
O -0.277 -4.650 -2.191 -0.11
H 0.343 -2.027 -2.596 0.07
H 1.627 -2.507 -3.757 0.06
H 1.828 -2.659 -2.042 0.06
```

Computed properties:
charge	+5
highest occupied orbital energy	-15.56	eV
maximum force	3.38	eV/A
E_tot	-148488.390	eV
orbital gap	7.6	eV
E_LUMO	-7.91	eV